Molecular formula: C6H16N2O2
Method: DFT, ωB97M-V with the def2-TZVPD basis set

CARTESIAN COORDINATES (ANGSTROEM)
C  -0.219  3.003  0.783
C  -0.616  1.733  -0.058
C  0.220  0.469  0.443
C  0.259  -0.494  -0.658
C  1.429  -1.007  -1.204
N  1.370  -1.934  -2.189
C  0.699  -3.001  -2.163
N  -2.043  1.677  0.070
H  -0.796  3.014  1.702
H  -0.522  3.855  0.180
H  0.852  3.039  0.993
H  -0.356  1.981  -1.084
H  -0.173  0.086  1.386
H  1.172  0.941  0.693
H  -0.635  -0.717  -1.241
H  2.401  -0.674  -0.872
H  0.074  -3.413  -1.362
H  0.593  -3.646  -3.036
H  -2.470  0.886  -0.409
H  -2.412  1.591  1.011
H  -3.160  -1.511  1.998
H  -3.903  -1.118  0.742
O  -3.636  -0.761  1.596
H  3.779  -1.488  0.101
H  3.807  -1.192  1.701
O  4.284  -1.318  0.879

Results
- Highest occupied orbital energy (alpha / beta): -13.44 / -12.93 eV
- <S²>: 0.7613
- LUMO energy (alpha / beta): -4.599 / -7.897 eV
- Spin multiplicity: 2
- Electronic energy: -13546.3932 eV
- Total charge: +1
- Orbital gap (alpha / beta): 8.8 / 5.0 eV

Results of the Löwdin charge analysis, in e, for atoms 1 through 4: atom 1 (C): -0.03, atom 2 (C): -0.39, atom 3 (C): -0.11, atom 4 (C): 0.02